No. 1
{
  "formula": "C14H16",
  "method": "the ωB97M-V functional and the def2-TZVPD basis",
  "elements": ["C", "C", "C", "C", "C", "C", "C", "H", "H", "H", "H", "H", "H", "H", "H", "C", "C", "C", "C", "C", "C", "C", "H", "H", "H", "H", "H", "H", "H", "H"],
  "xyz": [[-0.40471, -0.90003, 2.47014], [0.20330, -2.18716, 1.92174], [-0.29100, -3.30291, 2.60022], [0.22726, -4.55573, 2.24362], [0.95880, -4.67363, 1.07399], [1.35335, -3.53749, 0.38805], [1.05247, -2.23962, 0.83854], [-1.07491, -0.32724, 1.82000], [0.43620, -0.20813, 2.68551], [-1.01466, -0.85724, 3.37029], [-0.77454, -3.16595, 3.56449], [0.16608, -5.44033, 2.85809], [1.29528, -5.61790, 0.65086], [1.76540, -3.67798, -0.60683], [1.57933, -1.46049, 0.29519], [2.01925, 2.91263, -1.53964], [0.49854, 2.87132, -1.51371], [-0.33167, 2.82782, -0.43079], [-1.74565, 2.88358, -0.64991], [-2.33558, 3.17951, -1.85078], [-1.48434, 3.14344, -2.98088], [-0.12856, 3.01628, -2.79719], [2.34938, 3.20706, -0.53287], [2.21404, 3.73819, -2.22061], [2.39282, 1.95412, -1.86808], [-0.01577, 2.89112, 0.60542], [-2.24774, 2.74617, 0.31560], [-3.39654, 3.25489, -1.98188], [-1.87827, 3.25586, -3.99183], [0.60747, 3.38874, -3.51350]],
  "e_lumo_ev": 0.87,
  "total_energy_ha": -543.01377,
  "molar_mass_g_mol": 184.28,
  "multiplicity": 1,
  "orbital_gap_ev": 9.887,
  "homo_energy_ev": -9.02
}

No. 2
{
  "formula": "C23H22Br2N3OPPd",
  "method": "the ωB97M-V functional and the def2-TZVPD basis",
  "elements": ["Pd", "Br", "C", "Br", "H", "H", "N", "P", "C", "C", "C", "C", "C", "C", "C", "C", "C", "C", "C", "C", "C", "C", "C", "C", "C", "N", "H", "H", "H", "H", "H", "H", "H", "H", "H", "H", "H", "H", "H", "H", "H", "O", "N", "C", "C", "C", "C", "C", "H", "H", "H", "H", "H"],
  "xyz": [[-1.13166, 0.93657, -0.54359], [-4.06898, -0.74079, -0.44001], [-3.15634, 0.92659, -0.55064], [-1.32022, 2.86508, 0.88227], [-3.50613, 1.57469, 0.23770], [-3.30398, 1.35068, -1.54318], [-1.01865, -2.13346, -0.21030], [-0.55769, -0.88992, 0.85789], [1.22285, -1.07188, 1.13367], [2.11110, -0.19114, 0.52845], [3.47935, -0.36046, 0.69068], [3.96026, -1.41361, 1.45202], [3.07681, -2.30515, 2.05057], [1.71297, -2.13666, 1.89389], [-1.33185, -1.29891, 2.42135], [-2.48034, -2.08484, 2.49132], [-3.07690, -2.32925, 3.71847], [-2.54164, -1.77845, 4.87334], [-1.40375, -0.98453, 4.80546], [-0.79632, -0.74487, 3.58579], [-1.11922, -1.88567, -1.56699], [-1.23121, -2.92179, -2.49702], [-1.33696, -2.60333, -3.83063], [-1.31091, -1.26747, -4.23204], [-1.18753, -0.30488, -3.26201], [-1.10472, -0.60647, -1.95541], [-1.04720, -3.09717, 0.08831], [1.73582, 0.60149, -0.10499], [4.16819, 0.32743, 0.21833], [5.02645, -1.54554, 1.57980], [3.45540, -3.12566, 2.64511], [1.03031, -2.82039, 2.38485], [-2.91560, -2.49803, 1.59173], [-3.96385, -2.94606, 3.76956], [-3.01180, -1.96734, 5.82902], [-0.98732, -0.55389, 5.70582], [0.09378, -0.12905, 3.54293], [-1.23095, -3.94797, -2.15724], [-1.43297, -3.39240, -4.56416], [-1.38361, -0.98474, -5.27109], [-1.13790, 0.74869, -3.49727], [0.62986, 1.67237, -1.83200], [1.26400, 2.83150, -1.83540], [1.52076, 3.39828, -3.03212], [2.19878, 4.59148, -3.11363], [2.62692, 5.21791, -1.95181], [2.35250, 4.61836, -0.73610], [1.66565, 3.42222, -0.69672], [1.15864, 2.83423, -3.87693], [2.38821, 5.01442, -4.08920], [3.16074, 6.15620, -1.99752], [2.65809, 5.06501, 0.19869], [1.39879, 2.90860, 0.21099]],
  "charge": 1,
  "e_lumo_ev": [-3.35, -4.19],
  "total_energy_ha": -6746.20568,
  "molar_mass_g_mol": 653.65,
  "multiplicity": 2,
  "orbital_gap_ev": [7.076, 7.558],
  "homo_energy_ev": [-10.43, -11.75]
}

No. 3
{
  "formula": "C35H23Br2Cl2CoN7O2",
  "method": "the ωB97M-V functional and the def2-TZVPD basis",
  "elements": ["Co", "Cl", "C", "C", "C", "N", "C", "O", "C", "C", "C", "C", "C", "N", "C", "C", "C", "Cl", "N", "C", "O", "C", "C", "C", "C", "C", "N", "H", "H", "H", "H", "H", "H", "H", "H", "H", "H", "Br", "C", "C", "C", "C", "C", "C", "N", "C", "C", "C", "C", "C", "C", "N", "H", "H", "H", "H", "H", "H", "H", "H", "H", "Br", "C", "C", "C", "C", "N", "C", "H", "H", "H", "H"],
  "xyz": [[0.55241, 0.15729, 0.53952], [3.46763, 1.65658, 6.59413], [2.28283, 1.14856, 5.48194], [2.42182, 1.58276, 4.16600], [1.66451, 0.94659, 3.15488], [1.78356, 1.26028, 1.84441], [3.09306, 1.43370, 1.36841], [3.75477, 2.45894, 1.48371], [3.53741, 0.25342, 0.59781], [4.74345, 0.34111, -0.12035], [5.15012, -0.76190, -0.85379], [4.35889, -1.92269, -0.81362], [3.21423, -1.95671, 0.00301], [2.74686, -0.86911, 0.57336], [0.73418, -0.06056, 3.46049], [0.60483, -0.47356, 4.78777], [1.25995, 0.22063, 5.80807], [0.72286, -0.00332, 7.42395], [0.01530, -0.56914, 2.39463], [-1.33098, -0.80408, 2.69855], [-1.81117, -1.78437, 3.27868], [-2.23969, 0.26895, 2.17878], [-3.64322, 0.05449, 2.20270], [-4.44837, 0.96451, 1.53518], [-3.84134, 2.07422, 0.89671], [-2.46955, 2.25495, 1.06111], [-1.66100, 1.33266, 1.59888], [3.10154, 2.38501, 3.90260], [5.25975, 1.29058, -0.04121], [6.07470, -0.75229, -1.44650], [4.62293, -2.79383, -1.42319], [2.60085, -2.85675, 0.09034], [-0.03236, -1.33404, 4.99739], [-3.97984, -0.83721, 2.74644], [-5.51364, 0.80931, 1.57415], [-4.39549, 2.70931, 0.19508], [-1.97122, 3.18992, 0.80148], [-2.77235, -6.76634, -0.36868], [-1.82803, -5.12350, -0.43545], [-2.44976, -3.97162, 0.00530], [-1.82561, -2.73396, -0.12789], [-0.53485, -2.63176, -0.68131], [0.09026, -3.80611, -1.13229], [-0.54918, -5.03004, -1.01267], [0.01076, -1.35911, -0.83238], [0.49801, -1.00338, -1.98748], [1.02669, 0.30610, -2.20409], [1.57334, 0.76290, -3.43452], [2.13292, 2.05759, -3.46118], [2.00974, 2.87345, -2.32584], [1.35715, 2.39786, -1.21608], [0.95385, 1.10224, -1.10731], [-3.42774, -4.06387, 0.45590], [-2.29479, -1.81360, 0.22030], [1.03620, -3.74802, -1.66831], [-0.04440, -5.92026, -1.37083], [0.55287, -1.69743, -2.82877], [1.60313, 0.10295, -4.30034], [2.69013, 2.38739, -4.35553], [2.44716, 3.86094, -2.30847], [1.23057, 3.00479, -0.32029], [-2.42935, 4.78759, -3.68892], [-2.85136, 2.97180, -3.47985], [-3.63120, 2.26656, -4.40826], [-3.73282, 0.88256, -4.21324], [-3.14518, 0.32818, -3.05735], [-2.44312, 1.01209, -2.16020], [-2.29287, 2.31653, -2.36046], [-4.11212, 2.82319, -5.18768], [-4.30865, 0.26867, -4.92957], [-3.25936, -0.74357, -2.79256], [-1.71058, 2.88502, -1.66520]],
  "e_lumo_ev": [-0.83, -1.46],
  "total_energy_ha": -9332.46728,
  "molar_mass_g_mol": 863.26,
  "multiplicity": 4,
  "orbital_gap_ev": [5.219, 5.787],
  "homo_energy_ev": [-6.05, -7.25]
}

No. 4
{
  "formula": "C3H6N4O",
  "method": "the ωB97M-V functional and the def2-TZVPD basis",
  "elements": ["H", "N", "C", "N", "C", "N", "H", "C", "N", "O", "H", "H", "H", "H"],
  "xyz": [[1.72170, 1.16149, 0.29398], [1.45277, 1.31606, 1.30358], [0.24985, 0.78985, 1.61784], [-0.62864, -0.13192, 0.94224], [-0.38269, -0.98759, -0.00902], [-0.58893, -2.09344, 0.12527], [-0.61892, -2.71151, -0.65995], [0.20577, -0.39659, -1.28642], [0.11262, 0.89040, -1.42412], [0.93541, -1.14727, -1.93643], [-0.22412, 0.90572, 2.64841], [-1.38751, -0.35311, 1.52208], [-0.16668, 1.36172, -2.35692], [-0.68063, 1.39619, -0.78052]],
  "e_lumo_ev": 0.37,
  "total_energy_ha": -412.09069,
  "molar_mass_g_mol": 114.11,
  "multiplicity": 1,
  "orbital_gap_ev": 10.102,
  "homo_energy_ev": -9.73
}

Calculated relative energy (zero: lowest compared OMol25 entry of this formula, charge and spin) in order - 155.2; 45.6; 40.7; 310.5 kJ/mol